# 1
Formula: C7H10N
Source: OMol25
Level of theory: ωB97M-V/def2-TZVPD

Last column: Löwdin charge in e.
CARTESIAN COORDINATES (ANGSTROEM)
C -1.75 0.41 1.62  0.072
C -0.35 0.68 2.06  -0.015
C -0.32 0.42 -1.79  -0.097
C -0.07 1.00 0.50  -0.104
C -1.34 -0.22 -0.96  0.011
C 0.53 0.13 -0.54  -0.119
C 1.46 -0.99 -0.68  -0.020
N -1.41 0.43 0.32  -0.018
H -2.66 0.20 2.18  0.149
H -0.14 1.37 2.82  0.099
H 0.00 -0.18 2.57  0.123
H -0.14 0.00 -2.74  0.121
H -0.68 1.44 -2.07  0.140
H -0.10 2.07 0.17  0.180
H -1.96 -1.14 -1.15  0.165
H 1.16 -1.79 -1.31  0.096
H 1.88 -1.31 0.26  0.087
H 2.39 -0.56 -1.17  0.133

Results
LUMO level (spin up / spin down) = -4.63 / -4.63 eV
calculated total energy = -327.0328 Eh
ΔE to the lowest compared entry with this formula, charge and spin = 105.6 kcal/mol
Kohn-Sham gap (spin up / spin down) = 7.8 / 7.8 eV
charge = +1

---

# 2
Formula: C14H17ClF5N4O8S2TeW
Source: OMol25
Level of theory: ωB97M-V/def2-TZVPD

Last column: Löwdin charge in e.
CARTESIAN COORDINATES (ANGSTROEM)
W 1.34 -1.11 0.78  1.718
O 3.02 -1.13 2.05  -0.442
Cl 2.69 0.21 2.58  0.997
O 2.59 0.15 3.98  -0.275
O 1.28 0.48 2.04  -0.591
O 2.57 0.02 0.07  -0.643
C 2.19 -2.84 -4.63  -0.056
C 1.42 -1.65 -4.02  -0.179
C 1.43 -1.60 -2.61  -0.103
N 1.41 -1.51 -1.46  0.063
H 2.13 -2.76 -5.71  0.084
H 1.75 -3.78 -4.31  0.092
H 3.24 -2.82 -4.34  0.084
H 0.37 -1.70 -4.32  0.146
H 1.85 -0.71 -4.38  0.136
S 1.37 1.28 -0.76  1.155
C 1.64 2.70 0.17  -0.571
N 2.64 3.52 -0.18  0.072
C 2.77 4.85 0.38  -0.129
C 1.37 5.38 0.70  -0.132
C 0.65 4.41 1.63  -0.124
N 0.75 3.07 1.10  0.080
H 3.26 3.22 -0.91  0.156
H 3.26 5.49 -0.36  0.142
H 3.39 4.83 1.28  0.144
H 0.81 5.48 -0.23  0.131
H 1.44 6.36 1.17  0.134
H -0.41 4.67 1.69  0.145
H 1.07 4.45 2.64  0.145
H 0.11 2.36 1.44  0.143
F 0.44 -5.17 0.04  -0.417
Te -0.02 -3.54 0.97  1.967
F 0.61 -4.69 2.48  -0.465
F 0.80 -1.80 2.58  -0.457
F -1.94 -4.39 0.52  -0.513
F -0.45 -3.06 -1.01  -0.480
O 1.74 -2.93 0.58  -0.588
O -0.98 -0.32 -1.44  0.010
C -1.50 -0.67 -0.39  -0.503
N -0.72 -0.93 0.72  -0.303
S -1.71 -1.15 2.10  0.682
O -1.60 -2.48 2.62  -0.361
O -1.44 -0.04 2.95  -0.255
C -3.25 -1.02 1.21  -0.184
C -4.54 -1.22 1.64  -0.002
C -5.55 -1.16 0.68  -0.026
C -5.26 -0.94 -0.65  -0.031
C -3.95 -0.77 -1.08  0.031
C -2.94 -0.82 -0.13  -0.127
H -4.76 -1.41 2.68  0.132
H -6.58 -1.31 0.99  0.120
H -6.07 -0.89 -1.37  0.117
H -3.71 -0.63 -2.13  0.129

Results
LUMO level (spin up / spin down) = -6.54 / -6.54 eV
calculated total energy = -3455.0623 Eh
ΔE to the lowest compared entry with this formula, charge and spin = 180.4 kcal/mol
Kohn-Sham gap (spin up / spin down) = 4.5 / 4.5 eV
charge = +1

---

# 3
Formula: C4H8O2
Source: OMol25
Level of theory: ωB97M-V/def2-TZVPD

Last column: Löwdin charge in e.
CARTESIAN COORDINATES (ANGSTROEM)
C -1.93 -0.37 -0.22  -0.092
C -1.08 0.66 0.62  -0.128
C 0.44 0.89 0.17  -0.403
O 0.30 0.84 -1.02  0.057
O 1.66 0.54 0.72  -0.061
C 2.31 -0.44 -0.15  -0.049
H -2.88 -0.55 0.32  0.073
H -2.20 -0.04 -1.23  0.073
H -1.44 -1.34 -0.31  0.070
H -1.59 1.63 0.56  0.107
H -1.01 0.29 1.62  0.083
H 3.27 -0.71 0.29  0.090
H 1.68 -1.34 -0.21  0.096
H 2.46 -0.06 -1.16  0.085

Results
SMILES = CCC(=O)OC
LUMO level = 1.00 eV
calculated total energy = -307.6272 Eh
ΔE to the lowest compared entry with this formula, charge and spin = 53.5 kcal/mol
Kohn-Sham gap = 10.7 eV